# 1
{"formula": "C2H4N2O2", "method": "ωB97M-V with the def2-TZVPD basis set", "smiles": "NN(C=O)C=O", "total_charge": 0, "gap_ev": 9.6, "multiplicity": 1, "e_above_lowest_ev": 3.5488, "elements": ["C", "C", "H", "H", "H", "H", "N", "N", "O", "O"], "positions_angstrom": [[-0.221336, -0.014190, 1.399866], [0.941129, 0.745548, -0.701328], [-0.865905, -1.623016, -0.009706], [-0.293091, -0.907655, -1.560854], [0.545543, 0.454339, 1.961165], [1.767899, 1.392823, -0.152848], [-0.782408, -0.738736, -0.553839], [0.128832, 0.006828, 0.091630], [-1.335744, -0.467721, 1.738584], [1.223471, 0.645061, -1.887773]], "atomic_forces_ev_per_a": [[-2.7326, 0.7145, 1.2652], [5.6897, 2.0569, 0.8429], [-0.1532, 0.6737, -1.0059], [-1.7208, 0.0422, 2.8385], [0.4463, 0.4664, 1.5592], [-2.2048, -0.8095, 0.0188], [-0.2650, -3.0150, -5.6110], [-0.4885, -0.2271, -0.7868], [3.6408, 0.8474, 0.0427], [-2.2119, -0.7495, 0.8364]]}

***

# 2
{"formula": "C11H26GaN4O7S", "method": "ωB97M-V with the def2-TZVPD basis set", "total_charge": 1, "gap_ev": [5.8, 5.9], "multiplicity": 1, "e_above_lowest_ev": 0.0000, "elements": ["O", "H", "Ga", "N", "N", "N", "N", "O", "O", "O", "O", "C", "C", "C", "C", "C", "H", "H", "H", "C", "H", "H", "H", "C", "C", "H", "H", "H", "H", "H", "H", "H", "H", "C", "H", "H", "H", "O", "H", "H", "C", "S", "C", "O", "H", "H", "H", "H", "H", "H"], "positions_angstrom": [[-0.543080, -2.418326, -1.381194], [-1.474007, -2.690234, -1.480241], [-0.241166, -0.499539, -0.820179], [-1.113300, -0.261165, 0.926117], [-2.020461, -0.043757, -1.440112], [1.561869, -0.217513, -0.140801], [0.640038, 0.018973, -2.460059], [-0.486733, -0.180079, 2.077048], [1.861586, 0.117811, 1.148302], [0.002100, 0.208182, -3.635745], [-2.352491, 0.017144, -2.689772], [-2.908661, 0.289763, -0.469924], [-2.412677, 0.147129, 0.846062], [2.489368, 0.080501, -1.074784], [1.966128, 0.220125, -2.389286], [-3.128730, 0.570423, 2.070998], [-2.956797, 1.638052, 2.279809], [-2.791731, -0.013325, 2.934211], [-4.205782, 0.419564, 1.941874], [-4.196698, 0.915463, -0.848076], [-4.614260, 0.416769, -1.728892], [-4.048407, 1.979381, -1.086771], [-4.912870, 0.845614, -0.024029], [3.873988, 0.400171, -0.656030], [2.763308, 0.660685, -3.563418], [4.175239, -0.222624, 0.194095], [3.972918, 1.457567, -0.364739], [4.564621, 0.217505, -1.487879], [2.203458, 0.499907, -4.489970], [3.703513, 0.096830, -3.605694], [3.019436, 1.728258, -3.486358], [0.938059, 0.007397, 1.633916], [-1.007287, 0.136153, -3.359324], [0.052552, -3.007213, -0.075141], [-0.533963, -2.720206, 0.807048], [1.095621, -2.677560, -0.032073], [0.012902, -4.092509, -0.216132], [0.521690, -2.594817, 3.656126], [1.476342, -2.465447, 3.780124], [0.204340, -1.723351, 3.339255], [1.259175, 3.393317, -0.728293], [-0.250999, 2.505782, -0.350583], [-0.474023, 2.981300, 1.364590], [-1.338437, 3.173160, -1.133800], [2.085461, 2.982913, -0.135451], [1.069484, 4.443703, -0.478142], [1.456848, 3.274440, -1.800158], [0.307341, 3.711884, 1.602130], [-1.471291, 3.423657, 1.458082], [-0.375110, 2.090562, 1.997864]], "atomic_forces_ev_per_a": [[1.1016, -0.1361, 2.0683], [0.2832, 0.1498, 0.1220], [-1.7223, 0.2799, 0.3605], [-2.8902, 0.7897, -0.0503], [-2.2632, 0.9034, 1.5893], [2.8997, 1.3973, -1.2547], [3.0870, 1.1061, -1.6191], [0.8588, -0.1794, 0.4852], [-0.1191, -0.6360, -0.5307], [0.4444, -0.2430, 0.8541], [0.4390, 0.0555, -0.4738], [1.0429, -0.2905, -3.0212], [3.2626, -0.5933, 1.1828], [-1.4573, -0.6982, 4.1938], [-3.4531, -0.4469, -2.2316], [-0.4122, -0.1330, 0.2351], [-0.0281, -0.3107, -0.0271], [0.0232, 0.2047, -0.2007], [0.2217, 0.1130, 0.0873], [-0.5259, -0.2088, 0.1804], [0.0988, 0.1724, 0.1333], [0.0903, -0.2777, -0.0297], [0.0675, 0.0561, -0.2207], [0.4559, 0.0554, -0.3344], [0.2189, -0.1709, -0.1897], [-0.1938, 0.2314, -0.1379], [-0.0681, -0.2707, -0.0134], [-0.1305, 0.1170, 0.2071], [0.1142, 0.0673, 0.2694], [-0.1797, 0.1594, -0.0433], [-0.0844, -0.2445, 0.0256], [-0.0336, -0.2113, 0.2188], [-0.2888, -0.0178, -0.2040], [-0.7480, -1.1298, -1.1399], [0.2112, 0.1048, -0.3651], [-0.3959, -0.0206, -0.0746], [0.1412, 0.3014, 0.1936], [0.3074, 0.6845, -0.4045], [-0.4386, -0.1279, 0.0555], [0.0536, -0.5255, 0.1835], [0.1226, 0.0347, 0.1100], [-0.9258, 0.3032, -0.8609], [0.5003, -0.0025, 0.3318], [0.5297, -0.5099, 0.3522], [-0.1509, 0.1394, -0.0391], [0.1892, -0.1819, -0.1664], [-0.1194, 0.0681, 0.2390], [-0.3333, -0.0956, 0.1933], [0.2466, -0.0759, -0.1684], [-0.0493, 0.2437, -0.0707]]}

***

# 3
{"formula": "C22H44Br22", "method": "ωB97M-V with the def2-TZVPD basis set", "smiles": "BrCCBr.BrCCBr.BrCCBr.BrCCBr.BrCCBr.BrCCBr.BrCCBr.BrCCBr.BrCCBr.BrCCBr.BrCCBr", "total_charge": 0, "gap_ev": 9.9, "multiplicity": 1, "e_above_lowest_ev": 4.2649, "elements": ["Br", "C", "C", "Br", "H", "H", "H", "H", "Br", "C", "C", "Br", "H", "H", "H", "H", "Br", "C", "C", "Br", "H", "H", "H", "H", "Br", "C", "C", "Br", "H", "H", "H", "H", "Br", "C", "C", "Br", "H", "H", "H", "H", "Br", "C", "C", "Br", "H", "H", "H", "H", "Br", "C", "C", "Br", "H", "H", "H", "H", "Br", "C", "C", "Br", "H", "H", "H", "H", "Br", "C", "C", "Br", "H", "H", "H", "H", "Br", "C", "C", "Br", "H", "H", "H", "H", "Br", "C", "C", "Br", "H", "H", "H", "H"], "positions_angstrom": [[-2.902630, 4.452930, -3.367270], [-2.083950, 4.685480, -5.149690], [-0.650050, 5.308090, -4.965650], [0.242340, 5.324150, -6.726650], [-2.767730, 5.388570, -5.625300], [-2.015210, 3.725430, -5.661250], [-0.082190, 4.672800, -4.285910], [-0.663650, 6.310320, -4.537350], [7.666940, 6.503960, 5.091260], [6.918350, 8.132650, 4.126420], [7.484970, 8.324480, 2.739780], [9.473360, 8.359970, 2.807920], [7.182440, 9.007520, 4.720520], [5.834640, 8.029330, 4.181120], [7.169590, 9.238210, 2.236060], [7.247600, 7.442140, 2.145450], [-0.865480, 5.159750, 9.300340], [-2.009350, 5.252110, 10.903670], [-3.430290, 5.606890, 10.571050], [-4.335120, 6.126990, 12.222340], [-1.599930, 5.927290, 11.655060], [-1.942470, 4.306000, 11.440810], [-3.939740, 4.703900, 10.234630], [-3.524990, 6.420050, 9.851390], [-0.857610, 10.636020, 0.989150], [-1.155840, 10.106320, 2.874300], [-1.845660, 11.232320, 3.640520], [-2.344040, 10.833620, 5.513470], [-0.230820, 9.869770, 3.400100], [-1.758280, 9.198460, 2.843550], [-2.763720, 11.469830, 3.103060], [-1.245190, 12.131400, 3.501970], [4.268460, 10.272290, 10.828020], [2.280550, 10.755440, 10.856920], [2.121380, 12.154930, 11.532710], [0.284370, 12.315640, 12.323320], [1.870680, 9.865420, 11.334390], [1.868170, 10.866620, 9.854080], [2.221000, 12.960840, 10.805610], [2.797990, 12.338360, 12.367370], [-7.224400, 16.496960, -4.912150], [-6.474760, 16.336790, -3.125450], [-7.509710, 15.909650, -2.085850], [-6.696060, 16.031510, -0.324160], [-6.105980, 17.330390, -2.870760], [-5.594070, 15.697690, -3.061910], [-7.981840, 14.941710, -2.254020], [-8.249120, 16.709730, -2.050480], [-7.689140, 8.087140, 1.622060], [-8.176330, 8.700030, -0.227560], [-9.528130, 8.118170, -0.680910], [-9.816910, 8.344930, -2.662270], [-7.304470, 8.509230, -0.853300], [-7.969900, 9.768680, -0.168570], [-10.224280, 8.646830, -0.029760], [-9.643890, 7.084150, -0.356100], [5.537750, 14.170990, 4.370970], [7.211810, 15.271350, 4.198420], [8.237440, 14.718010, 5.262700], [9.662330, 16.143420, 5.585990], [6.879960, 16.284840, 4.423860], [7.555830, 15.183470, 3.167880], [8.721830, 13.805770, 4.914450], [7.777300, 14.473440, 6.220080], [0.937780, -1.181520, 2.544590], [1.703480, 0.498470, 1.931060], [0.883360, 1.675510, 2.433860], [1.739230, 3.412580, 1.898850], [1.931180, 0.576760, 0.867990], [2.655340, 0.572580, 2.456960], [0.779580, 1.781290, 3.513740], [-0.151210, 1.620340, 2.095120], [3.167940, 14.149840, -4.888380], [1.800280, 15.485610, -4.214290], [1.952920, 16.799430, -5.044490], [0.180220, 17.772520, -5.117150], [1.941310, 15.709750, -3.156940], [0.826200, 15.011620, -4.335110], [2.318370, 16.656070, -6.061340], [2.691670, 17.476410, -4.615490], [-8.797710, 12.961940, 10.528900], [-8.700140, 13.646060, 8.622990], [-8.859290, 15.152280, 8.683460], [-10.487520, 15.835740, 9.547530], [-9.466100, 13.148300, 8.028310], [-7.716320, 13.364170, 8.247850], [-8.711320, 15.608470, 7.704640], [-8.050110, 15.641780, 9.225430]], "atomic_forces_ev_per_a": [[0.3073, -0.1253, -0.3859], [1.0303, 1.0689, 0.5431], [-1.1331, -0.8721, -0.0446], [-0.2686, 0.1004, 0.6640], [0.2595, -0.2898, -0.2673], [-0.2105, 0.1637, 0.2062], [0.1391, -0.0019, -0.3271], [-0.1244, -0.0428, -0.3831], [-0.6708, 1.1684, -0.7473], [0.5460, 0.1954, 0.8531], [0.5631, -1.2475, 0.0520], [-0.7264, 0.2504, -0.1695], [0.1025, -0.3164, 0.3149], [0.1351, -0.2182, -0.3588], [-0.0464, -0.0823, 0.2874], [0.0893, 0.2616, -0.2284], [-0.4446, 0.0617, 0.6331], [0.5533, -0.0404, 0.8512], [-0.1609, -0.4596, -0.1156], [0.0273, 0.0045, -0.1657], [0.3048, 0.4964, -0.6541], [-0.1272, -0.2776, -0.5444], [-0.1495, 0.3405, -0.2147], [-0.0009, -0.1188, 0.2090], [0.0043, -0.1403, 0.9632], [-0.2117, -0.3112, 0.8954], [-0.5100, 0.2626, -1.4122], [0.5580, 0.1405, -1.0241], [0.2650, 0.0021, -0.6207], [-0.0002, 0.1788, -0.1071], [-0.2444, -0.1289, 0.4038], [0.1356, -0.0069, 0.9028], [-1.3031, 0.5030, -0.3000], [0.7906, 0.8851, 0.3259], [-0.3796, -0.9988, 0.3532], [0.7893, -0.0952, -0.4967], [-0.1728, 0.6104, 0.2784], [0.4827, -0.4386, -0.0936], [-0.0847, -0.2157, 0.0755], [-0.1261, -0.2544, -0.1511], [0.1334, -0.3084, 0.2955], [0.3934, 0.0651, 0.9049], [-0.1783, 1.1597, -0.5558], [0.0760, -0.3457, -0.0160], [-0.2225, -0.0091, -0.0666], [-0.2071, -0.2495, -0.6402], [0.2930, 0.0982, 0.1341], [-0.2860, -0.4136, -0.0565], [-0.4081, 0.1287, -0.9387], [1.5529, -0.0913, -0.1702], [0.8101, 0.9300, 0.8936], [0.1212, -0.1154, 1.7059], [-0.2182, -1.2529, -0.0721], [-1.4937, 0.2810, 0.2219], [-0.7142, 0.2387, -0.8890], [0.3584, -0.1149, -0.7495], [0.7835, 0.3802, -0.2152], [0.1608, -0.7721, 1.3746], [-0.3138, 0.9077, -0.9024], [-1.0202, -1.1423, -0.2665], [0.2029, -0.2026, -0.0164], [-0.0165, -0.0463, 0.2685], [0.1995, 0.3388, -0.1387], [0.0080, 0.5210, -0.1049], [-0.0418, 0.2725, -0.4308], [0.8977, 1.0934, 1.1229], [-0.6077, 0.3732, -0.0022], [-0.5243, -0.9803, 0.0528], [-0.5414, -0.4897, 0.0273], [0.0850, -0.2697, -0.1857], [0.5464, -0.3956, -0.0522], [0.1850, 0.4024, -0.5336], [-0.8264, 0.9033, 0.6805], [0.3414, 0.6327, -0.9751], [-0.2881, -0.3409, 0.2673], [1.2155, -0.6117, 0.0743], [0.3308, -0.3461, -0.1427], [0.2649, 0.0508, -0.2490], [-0.6634, -0.3022, -0.0205], [-0.3773, 0.0127, 0.3678], [0.1414, 0.0410, -1.2534], [-0.3412, 0.1836, 1.2030], [0.7349, 0.5991, 0.0128], [0.4136, -0.3245, -0.6215], [-0.0373, 0.0409, 0.3405], [-0.0562, 0.1244, 0.1491], [-0.7841, -0.2023, -0.2928], [-0.0693, -0.4636, 0.4610]]}